Formula: C40H72BGeN7O4RuSi3
Source: the Open Molecules 2025 dataset
Level of theory: ωB97M-V/def2-TZVPD

The largest force on an atom comes out at 0.45 eV/A. The HOMO energy is -12.813 eV. For the total energy, the calculation gives -5316.53434 Ha. The LUMO energy comes out at -6.3 eV. As for the charge: +2. As for the spin multiplicity: 1. The calculation puts the frontier orbital gap at 6.50 eV.

Geometry (Å):
H1 3.804 -4.497 -3.232
H2 3.813 1.065 -0.621
C1 -0.056 3.155 -2.022
H3 -4.577 4.483 2.801
C2 4.046 -5.240 -0.404
C3 1.207 -1.105 2.302
H4 0.970 2.138 2.732
H5 6.471 -3.351 -0.551
Si1 4.106 -3.395 -0.030
H6 -4.090 5.979 2.002
H7 3.475 -4.035 -4.897
H8 3.857 -0.187 -3.835
H9 3.487 -5.842 0.307
H10 0.689 -2.228 -4.960
O1 -1.645 4.706 -2.791
C4 1.422 -1.517 -4.575
H11 3.648 -5.452 -1.400
H12 1.636 4.261 -0.355
C5 0.072 -2.470 4.042
H13 -4.792 4.659 1.060
H14 1.220 1.984 0.973
H15 5.589 -2.872 -1.993
C6 1.679 4.788 0.597
C7 -4.691 0.998 -0.493
Ru1 -0.645 1.118 0.411
O2 -2.326 3.303 -1.192
H16 0.458 -0.164 5.536
H17 -4.464 2.049 2.009
H18 0.735 -1.682 1.506
H19 1.432 -0.108 1.923
C8 -1.006 -0.362 3.300
H20 -2.557 5.022 -2.695
H21 -5.076 0.152 -2.471
N1 -2.487 0.666 -0.526
H22 0.437 4.656 -3.460
H23 -2.261 -3.013 0.036
H24 -5.200 0.384 3.670
C9 -1.325 -1.505 -2.447
H25 -1.281 0.209 -4.695
H26 0.884 -0.672 -4.148
H27 2.217 4.727 3.294
H28 4.675 -1.026 -2.497
C10 -2.766 4.353 1.665
C11 -2.997 0.216 -1.700
C12 -2.028 -0.355 4.255
Ge1 1.999 -2.670 -1.060
N2 -2.533 3.051 1.462
C13 -1.331 -2.739 0.538
H29 -6.274 0.877 0.949
C14 0.715 -4.716 1.494
H30 -1.188 -1.669 0.389
C15 -1.595 0.642 -3.743
C16 3.059 -4.038 -3.885
C17 4.223 -2.969 1.782
H31 2.173 -4.676 -3.894
H32 4.105 -1.894 1.932
O3 3.292 0.258 -0.492
C18 1.427 2.609 1.864
H33 -0.816 -1.926 -3.312
H34 2.780 3.859 -3.752
N3 -1.219 2.844 1.299
H35 -0.380 -2.469 5.033
N4 -1.407 0.329 2.221
H36 -3.993 -0.375 -4.277
H37 2.000 -1.146 -5.427
H38 4.870 -1.581 -4.152
H39 0.050 -5.561 1.699
H40 -0.707 1.030 -3.249
H41 1.016 -3.014 4.115
C19 5.628 -2.753 -0.910
C20 1.157 4.761 3.032
H42 -3.953 -1.806 -3.234
C21 0.805 3.805 -2.910
N5 -3.550 1.129 0.190
C22 2.099 3.366 -3.073
H43 -1.422 -5.438 -1.164
H44 1.721 -5.112 1.414
N6 -2.669 0.786 2.493
C23 -3.057 0.385 3.716
H45 2.513 2.587 1.987
H46 5.853 -1.710 -0.680
C24 -4.377 0.419 -1.700
H47 0.681 -4.054 2.362
C25 2.495 2.264 -2.336
C26 1.079 -0.279 4.649
Si2 0.081 -3.842 -0.033
C27 0.329 -1.039 3.542
C28 -1.472 3.698 -1.922
H48 -4.495 1.786 4.471
H49 5.213 -3.245 2.154
H50 -0.395 -4.655 -2.362
C29 -2.296 -0.420 -2.888
H51 3.491 1.864 -2.476
H52 0.258 -5.941 -1.336
H53 -6.789 1.161 -0.715
Si3 2.639 -2.286 -3.386
H54 -1.476 -2.901 1.607
N7 0.315 2.082 -1.300
H55 -0.598 -3.014 3.375
C30 4.152 -1.163 -3.441
C31 -1.538 5.005 1.660
H56 2.729 4.902 0.875
C32 -0.578 4.010 1.459
B1 -3.397 1.773 1.562
H57 -2.271 1.471 -3.959
H58 5.076 -5.605 -0.399
O4 1.262 -0.520 -0.555
C33 -4.133 4.898 1.896
H59 1.387 0.716 4.323
H60 -2.020 -0.830 5.221
H61 -1.369 6.046 1.879
C34 -6.029 1.402 0.026
C35 -4.383 0.713 4.312
H62 0.585 4.294 3.834
C36 -3.338 -1.098 -3.791
C37 -0.408 -5.075 -1.355
H63 -4.480 0.214 5.274
C38 1.587 1.663 -1.482
C39 2.026 0.408 -0.794
H64 2.155 -1.579 2.558
H65 1.264 5.786 0.447
H66 1.977 -0.833 4.932
H67 -0.578 -1.121 -1.756
H68 3.479 -3.487 2.388
H69 -1.869 -2.312 -1.960
H70 0.861 5.809 2.969
H71 -2.818 -1.647 -4.578
H72 -6.077 2.471 0.230
C40 0.917 4.044 1.694

=====

Formula: C43H43O14SSi
Source: the Open Molecules 2025 dataset
Level of theory: ωB97M-V/def2-TZVPD

The largest force on an atom comes out at 0.70 eV/A. The HOMO energy is -11.573 eV. For the total energy, the calculation gives -3404.97553 Ha. The LUMO energy comes out at -3.9 eV. As for the charge: +1. As for the spin multiplicity: 1. The calculation puts the frontier orbital gap at 7.68 eV.

Geometry (Å):
H1 2.921 4.158 -8.569
C1 -0.529 1.101 4.160
H2 -5.090 0.177 1.284
O1 9.060 -4.754 -1.318
C2 -8.834 4.061 -3.035
C3 3.985 -4.008 5.371
O2 -6.559 3.966 -2.444
O3 1.777 4.885 -6.343
H3 3.971 -0.122 6.110
O4 6.117 -3.643 2.938
H4 2.100 0.754 -1.626
O5 -2.770 1.577 -0.313
Si1 -3.966 0.545 -0.921
S1 0.202 2.810 -1.121
H5 -8.556 4.214 -4.070
H6 6.001 -3.994 6.021
H7 8.450 -2.582 2.538
C4 1.056 -3.887 0.910
C5 -1.952 3.100 4.189
C6 8.131 -3.277 1.771
H8 1.041 0.548 -5.608
H9 -2.308 1.280 3.021
C7 0.212 1.112 -0.601
C8 -10.100 3.998 -2.634
C9 -10.447 3.787 -1.203
O6 0.777 -3.021 -1.263
C10 8.396 -4.511 -0.337
H10 -9.598 3.509 0.799
H11 -2.286 -1.017 -1.803
C11 -8.057 3.717 -0.642
H12 3.108 1.762 -9.256
C12 -1.268 3.394 -0.276
H13 2.442 -4.787 -2.174
H14 -10.935 4.096 -3.315
C13 1.334 2.637 -5.848
H15 -0.820 0.763 -0.559
C14 5.144 -1.982 6.141
H16 5.383 -5.347 1.146
H17 3.589 -6.442 -0.696
C15 -9.321 3.654 -0.237
C16 1.662 -4.765 1.705
C17 -1.057 3.720 5.201
O7 -0.295 2.533 -2.622
H18 0.360 -3.151 1.293
C18 6.805 -3.913 1.976
C19 1.312 -3.849 -0.548
C20 7.073 -5.156 -0.122
C21 2.091 0.976 -7.485
H19 9.836 -3.103 0.523
C22 2.768 -3.202 5.125
H20 -1.188 4.478 -0.221
C23 2.633 2.070 -8.333
C24 5.089 -3.439 5.846
C25 -5.382 0.431 0.266
H21 -7.222 3.634 0.042
O8 -2.919 3.680 3.747
C26 -1.613 1.729 3.721
H22 1.274 -0.686 -1.023
C27 0.382 1.737 5.151
C28 -4.570 1.200 -2.545
H23 -3.377 3.564 -0.490
C29 2.812 -1.755 5.423
H24 -1.335 4.710 5.537
O9 1.376 1.149 5.516
C30 2.623 -5.750 1.147
H25 0.867 2.951 -4.926
H26 0.693 3.518 6.383
C31 1.429 1.362 -6.207
C32 8.868 -3.554 0.699
H27 -2.618 2.858 -1.905
H28 1.904 -1.199 5.234
O10 2.179 -0.185 -7.809
C33 6.339 -4.882 0.951
H29 6.759 -5.857 -0.886
H30 3.926 -5.060 5.122
H31 -1.145 2.977 0.727
H32 -3.822 -1.858 -1.495
C34 1.877 3.729 -6.695
O11 -11.596 3.727 -0.834
O12 3.211 -6.532 1.860
H33 1.522 -4.765 2.779
C35 0.023 3.085 5.652
H34 -5.367 0.525 -2.871
H35 -3.793 1.170 -3.315
O13 1.762 -3.690 4.642
C36 2.267 -4.838 -1.107
H36 -2.740 -1.428 -0.155
H37 -5.971 1.351 0.285
O14 6.153 -1.462 6.560
H38 0.616 1.188 0.417
H39 -0.682 3.328 -2.998
H40 0.678 0.101 -2.473
C37 1.124 0.282 -1.499
H41 -4.980 2.210 -2.487
C38 2.534 3.345 -7.968
C39 -2.593 2.874 -0.814
C40 -3.137 -1.100 -1.121
C41 3.914 -1.181 5.892
H42 -6.039 -0.361 -0.110
C42 2.878 -5.717 -0.319
C43 -7.715 3.919 -2.072
H43 -0.260 0.100 3.844

=====

Formula: C4H10O2
Source: the Open Molecules 2025 dataset
Level of theory: ωB97M-V/def2-TZVPD

The largest force on an atom comes out at 2.05 eV/A. The HOMO energy is -10.120 eV. For the total energy, the calculation gives -308.81187 Ha. The SMILES is CCC(=O)CO.[H][H]. The LUMO energy comes out at 0.9 eV. As for the spin multiplicity: 1. The calculation puts the energy relative to the best compared isomer or geometry (same formula, charge and spin) at 54.1 kcal per mole. The calculation puts the frontier orbital gap at 10.99 eV.

Geometry (Å):
H1 1.569 -0.611 -0.957
H2 -1.151 0.463 1.927
C1 0.652 1.191 -1.765
H3 1.558 1.479 -2.300
C2 -0.212 -1.290 1.204
H4 0.153 2.097 -1.406
C3 -0.217 -0.337 0.006
H5 0.007 -2.284 0.795
H6 1.619 0.751 0.151
C4 0.999 0.261 -0.609
H7 -0.030 0.697 -2.462
O1 -1.542 -1.246 1.634
H8 -0.708 1.004 1.629
O2 -1.312 -0.219 -0.529
H9 -1.942 -0.903 0.724
H10 0.557 -1.054 1.959